[1]
Entry from the Open Molecules 2025 dataset: a structure of composition C4H5N3O in a non-equilibrium geometry (wB97M-V/def2-TZVPD).

Calculated values
LUMO	0.7	eV
frontier orbital gap	9.26	eV
E_HOMO	-8.583	eV
max |F|	3.822	eV Å⁻¹
multiplicity	1
calculated total energy	-394.8018	Eh
relative energy (zero: lowest compared OMol25 entry of this formula, charge and spin)	4.511	eV

Positions of all 13 atoms, in Å:
C -0.77171 0.36577 -0.09741
C 0.52494 -0.94194 0.78635
C 1.97919 -0.40439 -0.30062
C 0.51528 -0.01225 -0.29109
H -1.92211 1.98636 -0.24040
H -1.13916 1.56634 -1.69288
H -2.39658 -0.63101 0.67451
H 2.43283 0.57185 0.06490
H 2.44014 -0.82812 -1.21362
N -1.54440 1.25251 -0.81327
N -1.43138 -0.38368 0.79717
N -0.52245 -1.25958 1.47819
O 1.83539 -1.28187 0.84818

[2]
Entry from the Open Molecules 2025 dataset: the ion C2H5N4O with charge +1 in a non-equilibrium geometry (wB97M-V/def2-TZVPD).

Calculated values
LUMO	-4.9	eV
frontier orbital gap	9.30	eV
E_HOMO	-14.233	eV
SMILES	[NH2+]=C1C[N+]([O-])=NN1
charge	+1
max |F|	4.096	eV Å⁻¹
multiplicity	1
calculated total energy	-373.0890	Eh
relative energy (zero: lowest compared OMol25 entry of this formula, charge and spin)	3.966	eV

Positions of all 12 atoms, in Å:
C 0.59001 -0.19329 0.00690
C -0.41435 0.97444 0.00054
N -1.51141 -1.09173 -0.01429
N -0.15601 -1.25860 -0.00610
N -1.77565 0.17461 0.01343
N 1.87093 -0.10195 -0.12346
O -2.80266 0.77748 -0.08794
H -0.45952 1.42708 1.02706
H -0.44844 1.84478 -0.75560
H 0.21493 -2.20763 -0.02506
H 2.50821 0.64617 0.04224
H 2.38396 -0.99135 -0.07772

[3]
Entry from the Open Molecules 2025 dataset: an isolated molecule of C10H16NO2P in a non-equilibrium geometry (wB97M-V/def2-TZVPD).

Calculated values
LUMO	0.7	eV
frontier orbital gap	8.10	eV
E_HOMO	-7.365	eV
SMILES	CCN(CC)P(O)c1ccccc1O
max |F|	5.432	eV Å⁻¹
multiplicity	1
calculated total energy	-937.1391	Eh
relative energy (zero: lowest compared OMol25 entry of this formula, charge and spin)	1.760	eV

Positions of all 30 atoms, in Å:
C -4.19654 0.61481 -0.51360
C -3.43313 0.40737 -1.64644
C -3.81051 0.09137 0.72718
C -2.23409 -0.32135 -1.55968
C -2.64218 -0.66805 0.79500
C -1.90457 -0.82347 -0.30998
C 3.27546 -1.09309 -0.46882
C 0.48108 1.47698 1.46276
C 1.97308 -0.30447 -0.76726
C 1.09513 0.02278 1.48180
N 0.92792 -0.54120 0.20286
O -2.21102 -1.19102 1.99647
O 0.33401 -2.46366 -1.44968
P -0.03311 -1.97063 0.07456
H -5.25682 1.03657 -0.50132
H -3.66322 0.72440 -2.61993
H -4.49905 0.21852 1.59872
H -1.79462 -0.59494 -2.47062
H 3.53418 -2.02820 -0.96463
H 4.08696 -0.44299 -0.93234
H 3.43766 -1.27562 0.50988
H 0.55948 1.68593 2.46545
H 1.27113 2.02800 0.86558
H -0.59273 1.60308 1.28435
H 2.11291 0.82235 -0.63101
H 1.53604 -0.27702 -1.78979
H 2.15928 0.15338 1.64714
H 0.65939 -0.65118 2.21566
H -2.30591 -0.73891 2.90402
H -0.06609 -3.21493 -1.71078

[4]
Entry from the Open Molecules 2025 dataset: an isolated molecule of C2H4OS3 in a non-equilibrium geometry (wB97M-V/def2-TZVPD).

Calculated values
LUMO	0.1	eV
frontier orbital gap	7.94	eV
E_HOMO	-7.824	eV
max |F|	6.115	eV Å⁻¹
multiplicity	1
calculated total energy	-1348.2827	Eh
relative energy (zero: lowest compared OMol25 entry of this formula, charge and spin)	3.421	eV

Positions of all 10 atoms, in Å:
C 0.35051 -1.12468 -1.97153
C 0.54391 1.35534 1.79204
H -1.07496 -2.68439 -1.04414
H 0.85180 -0.79177 -2.88288
H -1.65548 1.84194 1.28801
H 1.31874 1.29734 2.57746
O 0.74074 1.08781 0.63851
S -0.61697 -2.52673 -2.29409
S 0.55181 -0.34645 -0.56684
S -1.01010 1.89159 2.46347

[5]
Entry from the Open Molecules 2025 dataset: an isolated molecule of C21H27NO5 (wB97M-V/def2-TZVPD).

Calculated values
LUMO	0.4	eV
frontier orbital gap	8.51	eV
E_HOMO	-8.110	eV
SMILES	COc1cc(C(C)=O)ccc1OC[C@@H](O)CN(CCO)Cc1ccccc1
max |F|	0.908	eV Å⁻¹
multiplicity	1
calculated total energy	-1247.3315	Eh
relative energy (zero: lowest compared OMol25 entry of this formula, charge and spin)	2.445	eV

Positions of all 54 atoms, in Å:
C -0.96980 -2.57747 2.15310
H -1.83459 -3.24383 2.22332
O -0.64328 -2.29130 0.81309
C -1.52873 -1.56438 0.06264
C -2.77888 -1.19456 0.52470
C -3.67431 -0.44890 -0.24321
C -3.28972 -0.05975 -1.52233
C -2.04834 -0.42076 -1.99492
C -1.14987 -1.17180 -1.23682
O 0.00532 -1.45213 -1.89598
C 1.06908 -2.18329 -1.33143
C 1.96706 -1.35093 -0.39526
O 3.01680 -2.16764 0.08319
H 3.47861 -2.55648 -0.67094
C 2.44969 -0.08521 -1.13524
N 2.98374 1.00719 -0.35472
C 4.41258 1.21449 -0.30126
H 4.83507 0.92360 -1.26586
C 5.21730 0.50478 0.81000
O 5.43294 -0.86046 0.57487
H 4.57170 -1.31234 0.59407
H 6.21114 0.95941 0.85088
H 4.72983 0.66244 1.78210
H 4.57529 2.29258 -0.17595
C 2.26034 1.37754 0.84172
C 0.81267 1.69608 0.56972
C -0.17483 1.31409 1.46695
C -1.49774 1.65722 1.24944
C -1.84866 2.37284 0.11899
C -0.87236 2.74806 -0.78807
C 0.45096 2.41995 -0.55938
H 1.22049 2.72810 -1.25119
H -1.14243 3.30861 -1.67114
H -2.88029 2.64319 -0.04895
H -2.25660 1.36873 1.96165
H 0.09753 0.75745 2.35377
H 2.31903 0.61541 1.63795
H 2.73972 2.28459 1.23020
H 1.57354 0.28920 -1.68146
H 3.20330 -0.37461 -1.87283
H 1.39166 -1.07065 0.48893
H 1.66202 -2.49882 -2.19959
H 0.71796 -3.07150 -0.80044
H -1.72749 -0.13029 -2.98282
H -3.94203 0.52244 -2.15191
C -4.97142 -0.10144 0.37583
O -5.22738 -0.40023 1.52382
C -5.96276 0.64764 -0.48175
H -6.18702 0.07776 -1.38026
H -6.87712 0.80741 0.08399
H -5.55018 1.61057 -0.77416
H -3.10996 -1.47905 1.51087
H -0.09323 -3.07955 2.56048
H -1.16635 -1.66403 2.72162

[6]
Entry from the Open Molecules 2025 dataset: a structure of composition C3H5HgLiO3 in a non-equilibrium geometry (wB97M-V/def2-TZVPD).

Calculated values
LUMO (alpha / beta)	0.1 / -2.4	eV
frontier orbital gap (alpha / beta)	4.32 / 7.97	eV
E_HOMO (alpha / beta)	-4.179 / -10.361	eV
max |F|	1.891	eV Å⁻¹
multiplicity	3
<S²>	2.00
calculated total energy	-503.8623	Eh
relative energy (zero: lowest compared OMol25 entry of this formula, charge and spin)	0.036	eV

Positions of all 13 atoms, in Å:
O 1.23443 0.39211 -0.23766
C 0.93906 -0.63316 0.65316
C 0.21223 1.38570 -0.15335
O 1.38002 -1.79310 0.35024
O -0.73308 -0.70820 0.14235
C -1.11077 0.60885 -0.15998
H 0.31841 2.08248 -0.99104
H 0.32977 1.92553 0.79918
H -1.61292 0.62754 -1.13984
H -1.80424 0.98200 0.60963
H 0.92236 -0.31411 1.70933
Li 0.94740 -1.52541 -1.58509
Hg -1.02267 -3.03025 0.00308

[7]
Entry from the Open Molecules 2025 dataset: a structure of composition C2HBr3ClF in a non-equilibrium geometry (wB97M-V/def2-TZVPD).

Calculated values
LUMO	0.1	eV
frontier orbital gap	10.01	eV
E_HOMO	-9.949	eV
max |F|	7.004	eV Å⁻¹
multiplicity	1
calculated total energy	-8358.8206	Eh
relative energy (zero: lowest compared OMol25 entry of this formula, charge and spin)	1.492	eV

Positions of all 8 atoms, in Å:
C 0.28346 -1.04019 0.45353
C 0.71525 0.01320 1.53142
F -0.64388 -2.08407 0.37759
Cl -0.68251 1.18938 1.92607
Br 0.71432 -1.02942 3.20636
Br 2.03803 -1.92849 0.55373
Br 2.17818 0.97697 1.28851
H 0.21051 -0.58041 -0.46395

[8]
Entry from the Open Molecules 2025 dataset: the ion C10H17N2O with charge +1 in a non-equilibrium geometry (wB97M-V/def2-TZVPD).

Calculated values
LUMO (alpha / beta)	-6.9 / -6.9	eV
frontier orbital gap (alpha / beta)	6.23 / 6.23	eV
E_HOMO (alpha / beta)	-13.142 / -13.141	eV
charge	+1
max |F|	4.539	eV Å⁻¹
multiplicity	1
calculated total energy	-575.5400	Eh
relative energy (zero: lowest compared OMol25 entry of this formula, charge and spin)	6.070	eV

Positions of all 30 atoms, in Å:
C 0.16938 1.05609 -1.09049
C -0.39306 0.40904 0.00520
C 1.50040 1.44804 -1.21432
C -1.41409 -1.47536 1.12383
C -1.40492 -0.11173 2.00887
C -0.29675 -1.20400 0.02365
C 1.91926 1.85767 -2.59050
C -2.80975 0.42228 2.34950
C 1.05800 -1.56939 0.50674
C -0.67038 -1.76847 -1.24647
N 2.28200 1.53978 -0.17685
N -0.91417 0.88342 1.02335
O 3.46553 2.06901 -0.42344
H -0.60346 1.10937 -1.97408
H -1.35803 -2.33497 1.73728
H -2.34670 -1.47827 0.60672
H -0.62571 -0.14755 2.71074
H 1.10418 2.28246 -3.12879
H 2.70716 2.73640 -2.46398
H 2.30526 0.94896 -3.03390
H -2.86630 1.49924 2.43361
H -3.15983 0.13113 3.32847
H -3.58304 0.03192 1.69252
H 0.97047 -2.51154 1.06246
H 1.39657 -0.68833 1.26454
H 1.79049 -1.66828 -0.28009
H 0.11282 -1.38894 -1.95500
H -1.60888 -1.46603 -1.50628
H -0.67363 -2.92271 -1.29864
H 3.94716 2.31074 0.50538

[9]
Entry from the Open Molecules 2025 dataset: a cluster of 7 separate species, C17H49N12O12PS in total (wB97M-V/def2-TZVPD).

Calculated values
LUMO	0.5	eV
frontier orbital gap	9.55	eV
E_HOMO	-9.081	eV
SMILES	CCCCCCCCCCO[P@](=O)(O)OC[SH](=O)=O.NC(N)=O.NC(N)=O.NC(N)=O.NC(N)=O.NC(N)=O.NC(N)=O
max |F|	0.396	eV Å⁻¹
multiplicity	1
calculated total energy	-2976.9716	Eh

Positions of all 92 atoms, in Å:
C 4.28828 1.40904 2.65588
C 5.14749 0.61890 3.64236
C 6.64727 0.55879 3.29186
C 7.16504 -0.77570 2.73711
C 6.91129 -1.02975 1.24620
C 5.45492 -1.41542 0.91012
C 5.27179 -2.77856 0.20622
C 4.15152 -3.58599 0.85843
C 2.77797 -2.94131 0.61409
C 1.90389 -3.08011 1.83830
O 0.55164 -2.59618 1.62682
P 0.31148 -1.04804 1.69446
O 1.13917 -0.15548 0.88015
O 0.36274 -0.71350 3.24992
O -1.24328 -0.99668 1.32651
C -1.64484 -0.15846 0.26656
S -3.42172 -0.30438 0.12250
O -3.76455 0.09452 -1.21401
O -4.02609 0.34260 1.25555
H 4.70502 2.39683 2.47271
H 4.19827 0.87847 1.70621
H 3.27824 1.55066 3.04120
H 5.03962 1.08631 4.62534
H 4.74415 -0.39230 3.75122
H 7.21675 0.77946 4.19845
H 6.89569 1.35319 2.58122
H 6.72633 -1.59906 3.31361
H 8.24465 -0.82218 2.90353
H 7.56728 -1.84091 0.92872
H 7.21232 -0.15583 0.66850
H 4.88742 -1.45677 1.84432
H 4.99598 -0.62992 0.30949
H 5.01974 -2.61066 -0.84537
H 6.20617 -3.34285 0.22688
H 4.15364 -4.62420 0.51718
H 4.34513 -3.62239 1.93705
H 2.28168 -3.39696 -0.24559
H 2.90898 -1.88424 0.38090
H 1.79090 -4.12700 2.11971
H 2.34311 -2.56084 2.69492
H 0.84056 0.11588 3.37583
H -1.49177 0.90055 0.48695
H -1.19715 -0.42602 -0.68906
H -3.63016 -1.63823 0.25744
C -6.17782 2.10116 -4.11664
O -6.46953 3.23478 -3.75478
N -5.28972 1.31930 -3.45109
N -6.72717 1.53008 -5.22726
H -5.03895 0.39812 -3.76129
H -4.87772 1.67238 -2.60858
H -7.38653 2.07407 -5.74929
H -6.48051 0.60004 -5.51597
C -6.00312 -2.01961 -6.44040
O -5.17115 -1.18760 -6.10977
N -5.91958 -3.32406 -6.05036
N -7.07605 -1.70865 -7.22702
H -6.58925 -4.02286 -6.30895
H -5.14334 -3.57892 -5.46913
H -7.14902 -0.76599 -7.56070
H -7.77071 -2.37643 -7.50169
C -10.06060 4.18838 -3.37293
O -10.07854 3.06163 -2.91120
N -11.22699 4.85049 -3.69050
N -8.91893 4.88752 -3.62021
H -11.25094 5.77764 -4.06814
H -12.08672 4.36579 -3.51903
H -8.02576 4.45592 -3.42398
H -8.93564 5.81187 -4.00542
C 2.34916 4.67070 4.44248
O 3.20401 4.19920 3.71663
N 2.55876 4.88963 5.77754
N 1.10663 5.01495 3.98156
H 1.86797 5.27729 6.39061
H 3.46063 4.64830 6.14276
H 0.92785 4.87395 3.00507
H 0.38933 5.40722 4.56040
C 8.43973 -0.90273 -2.61017
O 8.64537 -1.09560 -1.42649
N 8.67359 0.30594 -3.20756
N 7.95203 -1.87888 -3.43711
H 8.50453 0.48607 -4.17824
H 9.02637 1.04180 -2.62531
H 7.76696 -2.77404 -3.02558
H 7.77057 -1.73916 -4.41222
C -4.78731 -2.67252 3.71019
O -4.26645 -3.34895 2.83605
N -5.21776 -3.21924 4.89029
N -4.97771 -1.33246 3.56892
H -5.64930 -2.68522 5.61940
H -5.08728 -4.20524 5.01247
H -4.65733 -0.93121 2.70426
H -5.41258 -0.75016 4.25799

[10]
Entry from the Open Molecules 2025 dataset: a structure of composition ClKMg in a non-equilibrium geometry (wB97M-V/def2-TZVPD).

Calculated values
LUMO	-11.9	eV
frontier orbital gap	7.82	eV
E_HOMO	-19.680	eV
charge	+2
max |F|	2.541	eV Å⁻¹
multiplicity	1
calculated total energy	-1259.6378	Eh
relative energy (zero: lowest compared OMol25 entry of this formula, charge and spin)	0.739	eV

Positions of all 3 atoms, in Å:
K 1.95482 -0.70041 1.20396
Mg -1.05770 0.81770 -1.72022
Cl -0.89711 -0.11729 0.51626

[11]
Entry from the Open Molecules 2025 dataset: a cluster of 3 separate species, C4H12O4 in total in a non-equilibrium geometry (wB97M-V/def2-TZVPD).

Calculated values
LUMO	6.4	eV
frontier orbital gap	5.89	eV
E_HOMO	0.519	eV
charge	-2
max |F|	4.487	eV Å⁻¹
multiplicity	1
calculated total energy	-460.4408	Eh
relative energy (zero: lowest compared OMol25 entry of this formula, charge and spin)	1.540	eV

Positions of all 20 atoms, in Å:
C 1.26900 3.07062 -0.50215
O 2.13789 3.29356 -1.40055
C 1.32128 1.54170 -0.09101
C 0.07399 0.72554 -0.23890
C 0.16288 -0.62632 0.53695
O -1.02241 -1.28954 0.67903
H 1.47260 3.67137 0.47003
H 0.23882 3.31447 -0.84703
H 1.62311 1.44830 0.89218
H 2.20504 0.94794 -0.52257
H -0.93550 1.09492 0.08229
H -0.04730 0.47622 -1.31814
H 0.65503 -0.40930 1.51405
H 0.68281 -1.39114 -0.03336
H -2.13956 -1.63364 -0.39739
H -3.34099 -1.24333 -1.07070
O -2.96560 -2.09492 -0.96091
H -0.96647 -3.87202 1.78739
H -0.49289 -2.45909 1.35875
O -0.13959 -3.43584 1.66432

[12]
Entry from the Open Molecules 2025 dataset: an isolated molecule of C21H31N3O3 (wB97M-V/def2-TZVPD).

Calculated values
LUMO	0.5	eV
frontier orbital gap	9.29	eV
E_HOMO	-8.816	eV
SMILES	COc1ccccc1CN1CCNC(=O)[C@H]1CC(=O)NC1CCCCCC1
max |F|	0.508	eV Å⁻¹
multiplicity	1
calculated total energy	-1208.8364	Eh
relative energy (zero: lowest compared OMol25 entry of this formula, charge and spin)	1.255	eV

Positions of all 58 atoms, in Å:
C -4.91201 -2.24425 0.24017
H -4.78018 -2.61416 1.26219
O -3.82707 -1.44481 -0.16524
C -2.59404 -2.02390 -0.28965
C -2.32146 -3.34388 0.05094
C -1.04594 -3.85888 -0.10536
C -0.03183 -3.07137 -0.61489
C -0.30452 -1.75916 -0.95920
C -1.56675 -1.21344 -0.79552
C -1.80867 0.22483 -1.16914
N -1.20732 1.13724 -0.19090
C -1.76472 1.00325 1.14223
H -1.15302 1.60406 1.81874
H -1.68201 -0.04089 1.45150
C -3.22987 1.44513 1.22802
N -3.44218 2.65936 0.46942
C -2.66531 3.14403 -0.52318
O -3.03137 4.06794 -1.22064
C -1.27189 2.52495 -0.64639
C -0.32000 3.47773 0.09754
H -0.58381 3.53611 1.15688
H -0.45971 4.47690 -0.31993
C 1.17450 3.16612 0.02512
O 2.00187 4.05539 0.00684
N 1.48061 1.85892 0.04567
H 0.71647 1.19089 0.01744
C 2.84481 1.36819 0.07785
C 3.14309 0.62483 -1.23127
H 3.31807 1.37888 -2.00118
C 4.32869 -0.33886 -1.18114
C 3.93949 -1.73944 -0.70856
C 3.66295 -1.85316 0.78800
C 2.59346 -0.89696 1.31384
H 2.34143 -1.20909 2.33061
C 3.06997 0.55531 1.36035
H 4.13189 0.56988 1.60996
H 2.54854 1.08436 2.16163
H 1.68489 -0.98348 0.71768
H 3.35151 -2.87964 0.99988
H 4.59099 -1.67619 1.33745
H 4.74987 -2.43068 -0.95503
H 3.05719 -2.06388 -1.26588
H 4.73711 -0.42978 -2.19058
H 5.11793 0.06686 -0.54775
H 2.25310 0.06742 -1.53153
H 3.47324 2.26429 0.13351
H -0.99509 2.54612 -1.70598
H -4.35888 3.08153 0.53792
H -3.87738 0.65026 0.83848
H -3.50239 1.62483 2.27305
H -2.88459 0.39968 -1.29643
H -1.31822 0.42363 -2.12702
H 0.47071 -1.13612 -1.37963
H 0.95962 -3.47590 -0.74698
H -0.85386 -4.88540 0.16813
H -3.09798 -3.98180 0.44195
H -5.06400 -3.08892 -0.43813
H -5.78591 -1.59495 0.20418